(1)
DFT (ωB97M-V/def2-TZVPD) results for 6 unconnected molecules or ions with the total composition C38H33Br2ClO14S at a distorted geometry.

```
89
Properties=species:S:1:pos:R:3:mulliken_charge:R:1
C -0.01 -0.45 1.59 -1.34
C -1.21 -0.62 0.64 0.17
C -1.83 -1.98 0.89 0.65
Cl -3.00 -2.36 -0.45 -0.14
C -2.44 -2.17 2.33 1.13
C -2.86 -0.90 3.10 -0.62
Br -2.62 -1.10 5.05 -0.05
C -4.31 -0.37 2.89 -0.07
C -4.73 -0.26 1.45 -1.34
Br -5.69 -1.27 3.94 -0.08
C -1.50 -3.09 3.09 -0.96
O -2.24 -4.03 3.85 -0.42
S -3.60 -4.33 3.07 1.07
O -3.59 -5.53 2.33 -0.62
O -4.60 -4.34 4.07 -0.58
O -3.57 -3.06 2.14 -0.12
H 0.33 0.58 1.55 0.55
H 0.80 -1.11 1.33 0.05
H -0.27 -0.67 2.62 0.24
H -0.79 -0.59 -0.35 0.49
H -1.89 0.20 0.84 -0.29
H -1.03 -2.70 0.72 -0.66
H -2.24 -0.06 2.86 0.39
H -4.29 0.63 3.30 0.69
H -3.97 0.18 0.85 0.07
H -5.59 0.40 1.43 0.52
H -5.07 -1.22 1.11 0.42
H -0.89 -3.72 2.44 0.73
H -0.75 -2.56 3.65 0.60
O 4.41 -5.26 -2.10 -0.60
C 3.51 -4.90 -1.37 0.19
C 2.49 -3.93 -1.84 -0.16
C 1.51 -3.52 -1.04 0.15
C 1.40 -4.02 0.35 -0.51
O 0.50 -3.64 1.07 -0.26
C 2.41 -5.00 0.82 -0.57
C 3.39 -5.40 0.02 -0.59
H 2.59 -3.57 -2.86 0.50
H 0.75 -2.81 -1.35 0.69
H 2.31 -5.35 1.84 0.46
H 4.15 -6.11 0.34 0.48
O -0.24 -1.63 -2.55 -0.49
C -1.11 -1.63 -3.41 0.30
C -1.38 -0.43 -4.22 -0.41
C -2.33 -0.43 -5.15 -0.43
C -3.15 -1.63 -5.42 0.27
O -4.01 -1.63 -6.27 -0.55
C -2.87 -2.84 -4.60 -0.43
C -1.92 -2.84 -3.67 -0.24
H -0.77 0.44 -4.01 0.44
H -2.54 0.44 -5.76 0.43
H -3.48 -3.71 -4.80 0.43
H -1.71 -3.71 -3.06 0.51
O -3.47 2.31 1.15 -0.34
C -3.92 3.35 0.70 0.22
C -4.50 3.40 -0.66 -0.21
C -4.99 4.53 -1.16 -0.46
C -4.99 5.79 -0.36 0.32
O -5.44 6.81 -0.81 -0.54
C -4.42 5.73 1.01 -0.40
C -3.92 4.60 1.50 -0.40
H -4.49 2.48 -1.23 0.49
H -5.41 4.59 -2.15 0.41
H -4.42 6.65 1.57 0.40
H -3.50 4.53 2.49 0.42
O 3.57 -2.21 0.41 -0.30
C 4.38 -1.37 0.09 0.45
C 4.58 -0.14 0.89 -0.38
C 5.47 0.78 0.53 -0.34
C 6.29 0.62 -0.69 0.16
O 7.10 1.46 -1.03 -0.59
C 6.09 -0.62 -1.50 -0.69
C 5.20 -1.54 -1.14 -0.12
H 3.97 -0.05 1.78 0.48
H 5.63 1.69 1.10 0.57
H 6.70 -0.71 -2.39 0.45
H 5.04 -2.44 -1.71 0.31
O 5.74 4.03 1.67 -0.54
C 5.37 4.84 0.84 0.51
C 4.76 6.13 1.24 -0.42
C 4.34 7.00 0.33 -0.40
C 4.47 6.73 -1.12 0.30
O 4.10 7.53 -1.95 -0.54
C 5.08 5.44 -1.52 -0.43
C 5.50 4.56 -0.61 -0.09
H 4.67 6.31 2.30 0.42
H 3.90 7.95 0.60 0.40
H 5.17 5.25 -2.59 0.43
H 5.95 3.61 -0.88 0.35
```

Results
gap between HOMO and LUMO = 7.470 eV
2S+1 = 1
M = 941.0 g/mol
structure (SMILES) = CC[C@H](Cl)[C@]1([C@H](Br)[C@@H](C)Br)COS(=O)(=O)O1.O=C1C=CC(=O)C=C1.O=C1C=CC(=O)C=C1.O=C1C=CC(=O)C=C1.O=C1C=CC(=O)C=C1.O=C1C=CC(=O)C=C1

=====

(2)
DFT (ωB97M-V/def2-TZVPD) results for a molecular structure, C32H39Cl2NO8PS2Ti.

```
86
Properties=species:S:1:pos:R:3:mulliken_charge:R:1
Ti -0.71 0.07 0.76 -0.15
C 0.26 4.62 4.61 -1.65
C -0.52 3.87 3.52 0.24
C -1.99 4.30 3.54 -1.29
C -0.32 2.38 3.67 1.11
C -0.99 1.64 4.64 -0.12
C -0.78 0.28 4.79 -1.44
C 0.12 -0.40 3.98 1.16
C 0.31 -1.89 4.09 -1.28
C 0.82 0.34 3.03 -0.83
C 0.60 1.71 2.87 -0.30
H -0.13 4.36 5.60 0.32
H 0.16 5.70 4.48 0.45
H 1.32 4.37 4.58 0.38
H -0.10 4.15 2.55 0.29
H -2.46 4.06 4.50 0.30
H -2.56 3.80 2.75 0.20
H -2.07 5.37 3.39 0.44
H -1.70 2.14 5.29 0.30
H -1.34 -0.27 5.54 0.30
H -0.16 -2.39 3.24 0.18
H -0.15 -2.28 5.00 0.41
H 1.36 -2.15 4.09 0.25
H 1.59 -0.14 2.44 0.61
H 1.14 2.24 2.10 0.29
Cl -6.40 4.47 0.46 -0.28
C -4.83 3.68 0.45 0.35
C -3.79 4.27 -0.26 -0.81
C -2.56 3.63 -0.27 0.69
Cl -1.25 4.36 -1.14 -0.27
C -2.33 2.43 0.39 -0.51
O -1.12 1.88 0.36 0.40
C -3.41 1.84 1.13 1.71
C -3.26 0.66 1.89 -1.29
O -2.16 -0.02 2.04 -0.28
C -4.67 2.50 1.12 -1.28
H -3.94 5.20 -0.80 0.46
H -4.14 0.29 2.43 0.20
H -5.49 2.07 1.67 0.38
C 0.90 0.87 -3.11 -1.24
C 1.89 -0.28 -2.96 1.80
C 3.30 0.25 -2.69 -1.63
C 1.88 -1.18 -4.19 -1.26
O 1.46 -1.15 -1.88 1.06
P 1.57 -0.81 -0.34 1.65
O 0.52 -1.63 0.39 -1.26
O 1.32 0.64 -0.04 -1.09
O 3.05 -1.19 0.10 -0.37
C 3.56 -2.54 0.32 1.89
C 5.06 -2.37 0.33 -1.92
C 3.06 -3.03 1.67 -1.55
C 3.11 -3.46 -0.80 -1.40
H 1.14 1.45 -4.00 0.54
H 0.91 1.52 -2.24 0.29
H -0.11 0.47 -3.22 -0.06
H 3.63 0.84 -3.54 0.54
H 4.00 -0.58 -2.55 0.24
H 3.31 0.87 -1.80 0.21
H 2.26 -0.63 -5.05 0.44
H 0.87 -1.51 -4.40 -0.02
H 2.50 -2.06 -4.02 0.30
H 5.35 -1.66 1.11 0.40
H 5.41 -1.99 -0.63 0.37
H 5.55 -3.32 0.53 0.39
H 3.36 -2.34 2.46 0.33
H 3.49 -4.01 1.89 0.61
H 1.97 -3.12 1.66 0.16
H 3.43 -3.07 -1.77 0.08
H 2.03 -3.58 -0.83 0.23
H 3.56 -4.45 -0.67 0.59
O 0.57 -4.42 -2.69 -0.60
S -0.85 -4.22 -2.65 1.20
O -1.70 -5.38 -2.59 -0.75
N -1.26 -3.16 -1.46 -0.45
C -1.73 -2.06 -1.93 0.42
S -2.29 -0.72 -1.02 -0.76
C -1.82 -2.00 -3.43 0.46
C -2.26 -0.97 -4.24 -0.27
C -2.21 -1.15 -5.62 -0.72
C -1.72 -2.33 -6.17 -0.50
C -1.28 -3.37 -5.36 -0.61
C -1.35 -3.17 -4.00 -0.18
H -2.63 -0.06 -3.80 0.56
H -2.55 -0.36 -6.28 0.41
H -1.69 -2.45 -7.25 0.38
H -0.89 -4.29 -5.77 0.47
```

Results
gap between HOMO and LUMO (alpha / beta) = 5.667 / 7.959 eV
charge = -1
⟨S²⟩ = 2.04
2S+1 = 3
M = 779.5 g/mol
ΔE to the lowest compared entry with this formula, charge and spin = 0.0 kcal/mol

=====

(3)
DFT (ωB97M-V/def2-TZVPD) results for 2 unconnected molecules or ions with the total composition C4H12S2Si at a distorted geometry.

```
19
Properties=species:S:1:pos:R:3:mulliken_charge:R:1
C -2.41 -1.53 0.09 -1.06
C -1.66 1.09 -1.49 -0.99
C -0.86 1.02 1.31 -1.09
C 4.24 -0.56 0.15 -0.90
Si -1.14 -0.07 -0.15 0.54
S 2.81 0.42 0.61 -0.08
S 0.70 -1.15 -0.78 -0.30
H -2.79 -1.66 -0.88 0.33
H -1.88 -2.34 0.49 0.31
H -3.14 -1.07 0.68 0.33
H -1.12 2.04 -1.46 0.32
H -1.67 0.54 -2.43 0.27
H -2.63 1.46 -1.23 0.35
H -0.18 0.44 1.97 0.29
H -0.20 1.83 1.01 0.30
H -1.68 1.57 1.74 0.40
H 4.62 -0.25 -0.75 0.33
H 3.99 -1.52 0.28 0.28
H 5.01 -0.25 0.82 0.36
```

Results
gap between HOMO and LUMO (alpha / beta) = 6.400 / 6.398 eV
2S+1 = 1
M = 152.4 g/mol
ΔE to the lowest compared entry with this formula, charge and spin = 80.7 kcal/mol

=====

(4)
DFT (ωB97M-V/def2-TZVPD) results for a molecular structure, C30H59Br19N3O2 at a distorted geometry.

```
113
Properties=species:S:1:pos:R:3:mulliken_charge:R:1
C 6.09 3.92 -0.47 -1.28
C 4.59 4.06 -0.28 -0.65
C 3.85 2.70 -0.31 -1.13
C 2.93 2.62 -1.52 0.59
C 3.74 2.39 -2.81 -1.65
N 1.87 1.56 -1.38 0.31
C 2.08 0.47 -0.43 -1.23
C 3.18 -0.53 -0.81 0.75
O 4.20 -0.22 -1.37 -0.53
O 2.94 -1.78 -0.44 -0.44
C 0.78 1.64 -2.11 -0.42
N 0.57 2.71 -2.97 0.52
C -0.08 3.92 -2.41 -0.92
C -1.44 3.63 -1.78 -0.29
C -2.56 3.74 -2.80 -0.37
Br -4.16 2.87 -2.13 -0.14
N -0.19 0.68 -2.03 0.31
C -1.06 0.51 -3.19 0.08
Br 0.01 -0.02 -4.70 -0.04
C -2.13 -0.59 -2.85 -0.18
C -2.41 -0.73 -1.37 0.08
Br -1.66 -2.35 -3.57 -0.12
H 6.51 3.42 0.40 0.35
H 6.33 3.29 -1.33 0.29
H 6.58 4.88 -0.63 0.39
H 4.46 4.48 0.72 0.39
H 4.16 4.77 -0.99 0.34
H 4.60 1.92 -0.31 0.43
H 3.24 2.67 0.59 0.37
H 2.47 3.60 -1.62 0.26
H 3.39 3.04 -3.62 0.47
H 4.79 2.62 -2.66 0.38
H 3.62 1.38 -3.18 0.31
H 2.33 0.86 0.55 0.29
H 1.15 -0.08 -0.26 0.55
H 2.00 -1.89 -0.24 0.23
H 1.38 2.92 -3.53 0.34
H 0.53 4.48 -1.70 0.08
H -0.24 4.59 -3.25 0.77
H -1.62 4.40 -1.04 0.76
H -1.47 2.69 -1.24 -0.13
H -2.30 3.34 -3.77 -0.09
H -2.84 4.78 -2.93 0.33
H 0.23 -0.23 -1.88 0.41
H -1.63 1.38 -3.43 -0.46
H -3.03 -0.32 -3.40 0.69
H -3.29 -1.35 -1.25 0.39
H -2.55 0.23 -0.89 -0.33
H -1.61 -1.30 -0.90 -0.38
Br -1.29 1.85 -6.98 -0.08
C -3.09 2.49 -6.61 -0.43
C -3.38 3.81 -7.28 -0.55
Br -2.50 5.27 -6.35 -0.14
H -3.19 2.57 -5.53 0.05
H -3.76 1.71 -6.98 0.44
H -4.44 4.03 -7.24 0.37
H -3.04 3.83 -8.31 0.39
Br 2.26 -1.66 2.85 -0.11
C 3.92 -2.68 2.67 -0.57
C 4.26 -3.39 3.95 -0.61
Br 4.97 -2.16 5.28 -0.14
H 4.68 -1.98 2.35 0.41
H 3.73 -3.40 1.87 0.38
H 5.04 -4.12 3.78 0.44
H 3.40 -3.87 4.40 0.18
Br -3.14 -5.14 1.75 -0.15
C -1.64 -4.44 2.76 -0.53
C -1.41 -2.99 2.42 0.37
Br -0.57 -2.78 0.68 -0.02
H -0.79 -5.07 2.54 0.17
H -1.91 -4.53 3.81 0.44
H -0.72 -2.54 3.14 -0.01
H -2.32 -2.41 2.39 -0.26
Br -4.56 7.33 -1.50 -0.12
C -3.07 8.48 -1.01 -0.63
C -2.10 8.65 -2.15 -0.59
Br -1.04 7.03 -2.39 -0.06
H -2.61 8.04 -0.13 0.37
H -3.51 9.44 -0.74 0.38
H -1.40 9.45 -1.95 0.36
H -2.60 8.83 -3.10 0.39
Br -3.25 1.56 1.15 -0.09
C -4.89 0.89 1.94 -0.66
C -4.75 -0.54 2.39 -0.24
Br -4.79 -1.78 0.89 -0.10
H -5.67 1.01 1.19 0.44
H -5.09 1.54 2.78 0.36
H -5.59 -0.83 3.02 0.48
H -3.81 -0.72 2.92 -0.08
Br -0.64 -0.33 4.96 -0.04
C -1.71 0.46 6.38 -0.70
C -3.03 0.94 5.84 -0.41
Br -2.81 2.59 4.82 -0.13
H -1.12 1.25 6.82 0.39
H -1.86 -0.33 7.12 0.36
H -3.72 1.18 6.64 0.40
H -3.49 0.22 5.17 0.18
Br -1.08 -8.51 2.74 -0.16
C -0.85 -8.53 0.80 -0.56
C 0.57 -8.27 0.41 -0.55
Br 1.02 -6.39 0.61 -0.03
H -1.54 -7.79 0.40 0.32
H -1.16 -9.53 0.48 0.40
H 0.74 -8.49 -0.64 0.40
H 1.29 -8.82 1.01 0.22
Br 3.12 -6.88 5.04 -0.12
C 2.46 -8.68 4.70 -0.20
C 3.57 -9.61 4.29 -0.62
Br 4.13 -9.30 2.45 -0.15
H 1.68 -8.58 3.95 0.02
H 2.02 -9.01 5.64 0.35
H 3.23 -10.64 4.32 0.35
H 4.46 -9.50 4.90 0.41
```

Results
gap between HOMO and LUMO = 8.799 eV
charge = +1
2S+1 = 1
M = 2012.0 g/mol

=====

(5)
DFT (ωB97M-V/def2-TZVPD) results for 2 unconnected molecules or ions with the total composition C10H7ClN4O5P at a distorted geometry.

```
28
Properties=species:S:1:pos:R:3:mulliken_charge:R:1
C 2.67 -1.02 1.98 -0.09
C 1.95 0.04 2.31 -0.28
N 0.99 1.17 2.48 -0.08
C -0.32 0.90 2.25 0.48
N -0.61 -0.51 1.88 -0.18
C -2.09 -0.41 1.73 0.01
P -3.01 -2.02 1.27 0.35
O -2.94 -2.36 -0.25 -0.55
N -2.62 0.94 1.97 -0.14
N -1.53 1.73 2.30 0.05
Cl -1.56 3.39 2.73 0.01
H 3.08 -1.95 1.42 0.37
H 1.28 2.12 2.73 0.25
H -2.36 -3.07 2.02 0.11
H -4.38 -1.81 1.72 0.08
H -3.60 1.24 1.91 0.26
C -0.02 -0.35 -2.29 -0.58
C 0.89 -0.76 -1.36 0.35
C 2.30 -0.21 -1.60 0.55
O 3.25 -0.40 -0.83 -0.69
C 2.54 0.60 -2.81 -0.72
C 1.63 1.00 -3.74 0.27
C 0.21 0.54 -3.45 0.50
O -0.78 0.85 -4.12 -0.69
O 1.84 1.69 -4.78 -0.79
O 0.70 -1.52 -0.37 -0.71
H -1.04 -0.68 -2.19 0.49
H 3.58 0.89 -2.93 0.35
```

Results
gap between HOMO and LUMO = 2.803 eV
charge = -1
2S+1 = 1
M = 329.6 g/mol